Density functional theory data (ωB97M-V with the def2-TZVPD basis set) for C25H24BrN4O3PtSSi as an isolated structure.

Last column: Mulliken charge in e.
Element x y z (Å)
1 N 0.514 0.487 0.126  -0.618
2 H 2.382 -5.624 -2.765  0.407
3 H -7.150 2.152 0.805  0.312
4 H -1.468 0.153 -0.247  0.359
5 C 6.151 -5.298 -3.501  -0.563
6 N -1.549 2.784 0.612  -0.344
7 C -4.169 2.946 -0.194  0.118
8 H -6.329 0.553 3.629  0.319
9 O 2.405 2.018 1.196  -0.772
10 C -0.235 -1.528 -0.858  -1.004
11 C 1.043 -2.012 -0.941  -0.440
12 H -5.729 2.209 3.473  0.341
13 H -3.472 4.543 -1.495  0.376
14 H 4.850 1.104 1.149  0.419
15 H -6.584 1.128 -0.522  0.298
16 H 5.468 -1.059 0.082  0.424
17 C 4.073 -6.495 -3.765  -0.520
18 H 3.521 -7.329 -4.174  0.388
19 H 2.603 6.160 2.605  0.260
20 H -7.454 0.414 0.833  0.287
21 H -1.075 -2.122 -1.192  0.414
22 C 5.509 -4.353 -2.719  -0.241
23 H -1.121 4.298 -0.699  0.489
24 Si -5.108 0.857 1.497  0.080
25 H 0.879 6.425 2.925  0.323
26 H 6.053 -3.509 -2.319  0.396
27 C 3.440 -5.544 -2.980  -0.143
28 Br 6.306 -7.649 -5.103  -0.220
29 C -0.470 -0.257 -0.323  0.099
30 C -6.719 1.177 0.561  -1.148
31 S -1.979 0.989 2.521  -0.351
32 C 5.427 -6.361 -4.018  0.144
33 C 1.788 0.023 0.079  0.119
34 C 0.620 4.335 1.556  0.554
35 C -5.477 1.159 3.308  -1.013
36 H 7.207 -5.207 -3.714  0.381
37 H -3.749 -1.210 1.684  0.280
38 N 3.395 -3.528 -1.695  -0.286
39 H 1.243 -2.988 -1.349  0.635
40 O 0.145 5.333 1.052  -0.635
41 H -4.611 0.916 3.920  0.310
42 C 4.104 0.471 0.689  -1.237
43 H -4.512 -1.092 0.089  0.297
44 C 4.146 -4.471 -2.449  -0.073
45 C -3.217 3.805 -0.747  -1.109
46 C -3.831 2.039 0.788  0.384
47 O 1.445 4.443 2.642  -0.241
48 C -2.474 1.994 1.241  -0.221
49 C 2.125 -1.226 -0.477  0.622
50 H -5.194 3.000 -0.545  0.308
51 H 1.917 5.677 4.175  0.232
52 C -1.920 3.676 -0.322  -0.023
53 N 4.110 -2.686 -1.103  -0.237
54 Pt 0.421 2.463 0.948  0.605
55 C 4.435 -0.733 0.102  0.082
56 C 1.720 5.760 3.108  -0.749
57 H -5.473 -1.595 1.484  0.362
58 C 2.773 0.907 0.683  0.917
59 C 3.516 -1.587 -0.506  -0.175
60 C -4.663 -0.934 1.161  -0.981

Output
E: -4792.97764 a.u.
Orbital gap: 6.10 eV
Relative energy (zero: lowest compared OMol25 entry of this formula, charge and spin): 0.000 eV
Total charge: -1


Density functional theory data (ωB97M-V with the def2-TZVPD basis set) for C33H46CdN6O2SSi2 as an isolated structure.

Last column: Mulliken charge in e.
Element x y z (Å)
1 H 2.172 5.500 4.732  0.392
2 H 5.240 -0.741 -1.495  0.265
3 C -2.069 -2.595 -2.740  1.496
4 H 2.129 -2.652 0.444  0.118
5 C 4.613 -1.462 -0.962  -1.100
6 H -2.694 -4.650 -2.794  0.425
7 H -1.985 1.760 3.076  0.574
8 H 0.804 -2.528 -0.717  -0.245
9 H 4.835 1.344 -2.678  0.274
10 C 5.212 1.860 2.509  -1.253
11 C 3.722 -0.198 3.524  0.307
12 H -3.158 4.311 -1.231  0.501
13 H -0.059 -3.243 -3.222  0.321
14 Si 2.835 -1.326 -1.538  0.102
15 H 5.343 -0.559 4.921  0.445
16 H 5.822 2.667 2.124  0.476
17 H -2.831 3.491 -3.799  0.472
18 C -1.978 2.482 -0.798  -0.473
19 N 1.969 0.087 2.086  0.641
20 C 2.805 -1.792 -3.351  -1.051
21 H -1.625 -4.262 -1.442  0.348
22 H 1.215 2.829 1.522  -0.179
23 H -2.363 3.173 1.205  0.373
24 C 1.815 4.211 3.051  -0.503
25 H 6.673 1.309 3.990  0.409
26 H -2.177 -2.491 1.256  0.320
27 H -1.239 2.930 5.014  0.401
28 Cd 0.247 0.414 -0.281  4.651
29 H 4.553 2.761 -1.663  0.268
30 C 1.539 4.730 4.309  -0.684
31 H 1.664 2.336 -4.653  0.371
32 H 5.024 -2.461 -1.141  0.367
33 H 3.606 2.210 1.122  0.565
34 H 0.207 4.672 5.990  0.388
35 C 0.439 4.265 5.014  -0.575
36 H 2.834 0.695 -0.332  -1.678
37 H 0.716 0.976 -4.043  -0.083
38 N -2.121 -1.107 -0.751  -0.306
39 H 3.584 -1.250 -3.897  0.360
40 H -2.955 -0.932 -3.800  0.263
41 H 2.669 4.572 2.491  0.459
42 O -1.414 -1.693 -1.768  0.474
43 H 0.575 -2.778 4.791  0.417
44 C 1.511 3.296 -1.750  -0.694
45 C -2.644 3.430 -1.584  -1.228
46 N 2.743 -1.141 3.778  0.012
47 C 3.978 1.613 1.945  -0.004
48 H 2.796 -1.894 4.440  0.241
49 C 1.723 1.401 -4.088  -0.792
50 H 1.585 3.383 -0.660  0.037
51 N -1.032 1.594 1.204  -0.293
52 C 3.222 0.562 2.466  0.129
53 C -1.365 -2.389 1.956  -0.453
54 H 2.360 0.710 -4.643  0.393
55 H -1.260 -3.516 -4.499  0.524
56 O -3.271 -1.364 -0.693  -0.490
57 H 4.370 2.883 -3.415  0.379
58 C 1.884 -2.667 -0.623  -0.461
59 H 4.699 -1.245 0.107  0.237
60 H 0.447 3.279 -2.003  0.162
61 C 2.218 0.374 -1.185  0.534
62 H 1.850 -1.569 -3.834  0.176
63 C 1.734 -0.914 2.882  0.285
64 Si 2.391 1.766 -2.383  0.171
65 H 2.133 -3.661 -1.010  0.530
66 C -1.721 1.822 -2.835  -0.738
67 N -1.443 1.487 -1.568  0.530
68 C 4.204 2.229 -2.554  -1.201
69 H -1.393 1.198 -3.656  0.501
70 H -0.641 -1.883 -4.191  0.319
71 C -2.458 -3.894 -2.044  -1.748
72 C -0.979 1.646 2.659  -2.146
73 H -4.117 -1.826 -2.815  0.399
74 C -3.237 -1.923 -3.445  -1.540
75 N -0.330 -1.625 1.774  0.389
76 C -2.469 3.009 -2.904  -1.041
77 C 0.104 -2.562 3.846  -0.388
78 C -0.373 3.283 4.463  -0.654
79 C 0.514 -1.724 2.859  -1.032
80 C 5.699 1.084 3.575  -0.575
81 H -0.604 0.683 3.010  0.090
82 H 3.002 -2.862 -3.461  0.358
83 H -3.332 -3.764 -1.410  0.373
84 C -0.098 2.748 3.209  0.845
85 C 1.001 3.228 2.505  0.708
86 C 4.965 0.040 4.103  -1.250
87 C -0.933 -2.824 -3.723  -1.631
88 S -1.385 -3.265 3.422  -0.193
89 C -1.806 2.441 0.613  0.170
90 H 1.945 4.204 -2.180  0.510
91 H -3.496 -2.535 -4.310  0.435

Output
E: -2909.02864 a.u.
Orbital gap: 7.23 eV
Relative energy (zero: lowest compared OMol25 entry of this formula, charge and spin): 0.000 eV


Density functional theory data (ωB97M-V with the def2-TZVPD basis set) for a 6-piece molecular cluster, C8H28N2O6 overall.

Last column: Mulliken charge in e.
Element x y z (Å)
1 C -2.384 -1.682 2.371  0.759
2 H -3.346 -1.440 0.364  0.220
3 H 3.882 4.682 0.399  0.300
4 H -4.345 3.370 0.438  0.294
5 H 4.810 2.769 -0.573  0.281
6 H -2.730 -3.095 0.822  0.467
7 H -3.605 -1.454 4.102  0.487
8 H -3.210 1.645 1.171  0.223
9 H -1.639 -1.874 0.339  -0.273
10 C 0.345 0.603 -0.134  -0.131
11 N 3.060 0.431 -1.976  -0.434
12 C -3.700 -1.816 3.078  -1.503
13 O 0.312 -0.235 -1.229  -0.646
14 H 0.559 -4.301 -0.824  0.310
15 H 2.264 -2.859 -0.337  0.271
16 C 0.577 -3.287 -1.224  -0.586
17 H -0.345 0.236 0.626  -0.221
18 H 4.593 2.486 1.156  0.324
19 C -2.576 -2.017 0.876  -0.578
20 C 3.405 1.374 -2.855  0.509
21 H 1.498 1.368 -3.162  0.181
22 H -0.027 1.601 -0.364  0.227
23 H -3.624 0.813 -0.440  0.143
24 H -3.967 -2.873 3.048  0.357
25 O 3.300 3.918 0.373  -0.531
26 H 1.001 -3.385 -2.223  0.280
27 H -4.478 -1.188 2.643  0.340
28 O -1.484 -2.495 3.089  -0.565
29 O 1.388 -2.469 -0.384  -0.542
30 H 2.249 2.799 -3.803  0.193
31 H -1.591 -2.455 4.042  0.339
32 H 0.640 -1.094 -0.951  0.576
33 H 3.742 -0.034 -1.394  0.251
34 C -3.318 1.716 0.089  -0.285
35 H 3.446 1.871 -0.067  -0.184
36 O 4.547 1.731 -3.213  -0.698
37 N 2.330 1.917 -3.318  -0.314
38 H 1.369 0.611 0.240  0.328
39 H -2.381 2.001 -0.390  0.200
40 H -0.440 -2.939 -1.042  0.190
41 C 4.071 2.715 0.227  -0.165
42 O -4.365 2.666 -0.215  -0.558
43 H 2.105 0.362 -1.654  0.246
44 H -1.940 -0.691 2.276  -0.082

Output
E: -882.46844 a.u.
Orbital gap: 9.73 eV
Relative energy (zero: lowest compared OMol25 entry of this formula, charge and spin): 1.446 eV
SMILES: NC(N)=O.CC(C)O.CO.CO.CO.CO


Density functional theory data (ωB97M-V with the def2-TZVPD basis set) for C7H12 as an isolated structure.

Last column: Mulliken charge in e.
Element x y z (Å)
1 H -2.642 0.928 0.548  0.310
2 H -3.341 -0.703 0.428  0.343
3 H 2.586 0.937 -1.001  0.236
4 C 1.798 -0.873 0.034  -0.822
5 H 2.853 0.935 0.807  0.254
6 H 0.113 -0.118 -1.886  0.382
7 H 0.496 0.374 2.274  0.336
8 H 1.767 -1.465 -0.881  0.233
9 C 2.276 0.556 -0.033  -0.674
10 C -1.230 -0.515 -0.114  -0.003
11 H 2.024 -1.448 0.931  0.270
12 H -1.181 -1.592 -0.345  0.323
13 C 0.821 0.272 0.128  1.154
14 C -0.237 0.299 -0.938  -0.889
15 H -3.106 0.294 -1.014  0.307
16 H -0.616 1.313 -1.107  0.277
17 H -0.871 1.026 1.417  0.199
18 C -2.658 0.009 -0.045  -1.248
19 C -0.073 0.310 1.307  -0.986

Output
E: -273.77688 a.u.
Orbital gap: 9.55 eV
Relative energy (zero: lowest compared OMol25 entry of this formula, charge and spin): 3.583 eV


Density functional theory data (ωB97M-V with the def2-TZVPD basis set) for the molecule C3H4O2.

Last column: Mulliken charge in e.
Element x y z (Å)
1 H 0.384 -1.370 0.305  0.252
2 C -0.221 -0.473 0.136  -0.381
3 H -0.429 -0.758 -2.071  0.327
4 C 0.035 -0.095 -1.297  0.060
5 O 0.745 0.831 -1.619  -0.467
6 H 0.722 1.529 0.725  0.299
7 H -1.260 -0.765 0.279  0.314
8 O -0.127 0.484 2.374  -0.487
9 C 0.151 0.616 1.167  0.081

Output
E: -267.15409 a.u.
Orbital gap: 10.60 eV
Relative energy (zero: lowest compared OMol25 entry of this formula, charge and spin): 1.053 eV
SMILES: O=CCC=O